No. 1
95
Properties=species:S:1:pos:R:3:lowdin_charge:R:1 method="wB97M-V/def2-TZVPD" e_homo_ev=-11.114 total_energy_ha=-2393.0118 spin_multiplicity=1 total_charge=+1 fmax_ha_per_bohr=0.092
C 3.448 -3.367 1.647 -0.143
O 3.329 -1.962 1.344 -0.233
C 1.961 -1.623 0.945 -0.197
C 1.241 -0.666 2.055 -0.155
C 1.321 0.883 1.608 -0.186
C -0.152 1.537 1.734 -0.207
C -0.512 2.065 3.206 -0.189
C -1.175 0.979 4.185 -0.195
C -2.276 0.031 3.510 -0.218
C -3.627 0.779 3.066 -0.128
C -4.805 -0.272 2.706 -0.025
C -4.978 -1.647 3.430 0.079
N -6.041 -2.587 3.108 0.050
C -7.037 -2.293 2.106 0.022
C -6.987 -0.977 1.306 0.079
C -5.845 0.045 1.592 0.039
C -5.830 1.378 0.692 -0.367
O -5.099 1.373 -0.320 0.104
O -6.671 2.450 1.090 0.078
H 3.004 -3.678 2.657 0.092
H 4.567 -3.659 1.691 0.092
H 2.978 -4.054 0.846 0.097
H 1.991 -1.055 -0.062 0.126
H 1.286 -2.560 0.884 0.118
H 1.667 -0.868 3.103 0.121
H 0.137 -0.965 2.055 0.078
H 1.682 0.982 0.513 0.113
H 2.113 1.428 2.236 0.118
H -0.128 2.475 1.055 0.093
H -0.946 0.850 1.265 0.101
H 0.473 2.400 3.714 0.125
H -1.162 3.001 3.126 0.109
H -1.667 1.527 5.065 0.115
H -0.362 0.300 4.641 0.116
H -1.912 -0.566 2.605 0.100
H -2.556 -0.759 4.312 0.099
H -4.001 1.528 3.856 0.144
H -3.417 1.350 2.091 0.123
H -4.251 -1.987 4.240 0.134
H -6.070 -3.481 3.620 0.164
H -7.850 -3.088 1.953 0.148
H -7.791 -0.780 0.517 0.130
H -7.298 2.614 0.338 0.141
C -6.530 -0.578 -4.208 -0.015
C -7.672 0.368 -3.909 -0.340
C -7.251 1.625 -3.208 -0.104
O -8.435 1.991 -2.505 0.057
C -9.119 0.834 -2.270 -0.547
O -10.064 0.744 -1.539 0.151
O -8.582 -0.204 -2.970 0.084
H -6.905 -1.487 -4.683 0.091
H -5.797 -0.114 -4.872 0.097
H -6.026 -0.891 -3.288 0.088
H -8.228 0.587 -4.827 0.165
H -6.955 2.411 -3.904 0.148
H -6.450 1.471 -2.479 0.117
C 5.085 -2.185 -2.260 -0.018
C 4.037 -1.975 -3.331 -0.340
C 4.602 -1.583 -4.664 -0.105
O 3.523 -0.860 -5.248 0.063
C 2.802 -0.335 -4.216 -0.540
O 1.935 0.483 -4.342 0.140
O 3.201 -0.860 -3.023 0.077
H 4.607 -2.431 -1.308 0.080
H 5.766 -2.993 -2.527 0.068
H 5.665 -1.274 -2.091 0.101
H 3.399 -2.862 -3.411 0.161
H 4.867 -2.447 -5.275 0.143
H 5.468 -0.917 -4.592 0.143
C -0.107 6.728 -2.157 -0.022
C 0.977 5.739 -1.788 -0.345
C 0.694 4.335 -2.236 -0.104
O 1.430 3.565 -1.292 0.062
C 1.503 4.311 -0.154 -0.538
O 1.889 3.896 0.902 0.144
O 1.076 5.587 -0.374 0.090
H 0.139 7.721 -1.772 0.089
H -0.230 6.794 -3.240 0.092
H -1.065 6.449 -1.708 0.090
H 1.947 6.091 -2.158 0.163
H 1.044 4.142 -3.252 0.146
H -0.362 4.057 -2.163 0.141
C 9.311 -2.001 2.181 -0.020
C 8.408 -3.095 1.655 -0.349
C 9.109 -4.401 1.426 -0.106
O 8.310 -4.997 0.409 0.069
C 7.741 -3.973 -0.287 -0.521
O 7.156 -4.102 -1.325 0.141
O 7.927 -2.783 0.351 0.087
H 8.752 -1.069 2.291 0.089
H 9.735 -2.271 3.150 0.093
H 10.128 -1.794 1.482 0.093
H 7.541 -3.215 2.315 0.157
H 9.129 -5.027 2.319 0.143
H 10.129 -4.289 1.044 0.144


No. 2
97
Properties=species:S:1:pos:R:3:lowdin_charge:R:1 method="wB97M-V/def2-TZVPD" e_homo_ev=-10.991 total_energy_ha=-37476.3889 spin_multiplicity=1 total_charge=+1 fmax_ha_per_bohr=0.106
C 2.327 2.713 2.893 -0.008
C 1.129 2.368 1.981 -0.291
F 0.788 1.051 2.271 -0.003
C 1.522 2.417 0.512 -0.100
C 2.737 1.875 0.149 0.060
C 3.154 1.837 -1.179 -0.162
C 4.485 1.182 -1.502 -0.223
C 4.345 -0.380 -1.034 -0.203
C 4.981 -1.565 -1.990 -0.352
O 5.972 -2.336 -1.229 -0.220
C 2.324 2.405 -2.141 -0.008
C 1.126 2.933 -1.747 -0.029
N 0.739 2.923 -0.465 0.020
C -0.606 3.481 -0.190 -0.048
C -1.647 2.441 -0.600 -0.245
C -1.455 1.122 -0.222 -0.078
C -2.343 0.130 -0.585 -0.084
C -3.455 0.459 -1.354 -0.105
C -3.639 1.775 -1.731 -0.096
C -2.754 2.780 -1.361 -0.031
H 3.055 3.363 2.409 0.092
H 2.820 1.777 3.170 0.093
H 1.953 3.136 3.825 0.089
H 0.329 3.053 2.253 0.120
H 3.375 1.461 0.919 0.138
H 4.718 1.283 -2.557 0.067
H 5.210 1.662 -0.857 0.079
H 4.637 -0.486 0.009 0.096
H 3.256 -0.545 -1.070 0.098
H 4.173 -2.279 -2.175 0.114
H 5.382 -1.164 -2.909 0.042
H 5.554 -2.483 -0.372 0.079
H 2.614 2.396 -3.184 0.094
H 0.463 3.373 -2.480 0.150
H -0.790 4.343 -0.835 0.135
H -0.728 3.805 0.838 0.104
H -0.586 0.812 0.350 0.105
H -2.177 -0.896 -0.279 0.111
H -4.108 -0.363 -1.637 0.038
H -4.480 2.090 -2.345 0.033
H -2.913 3.801 -1.694 0.119
Br -0.242 -1.424 -3.295 0.595
C -1.285 -3.070 -3.388 -0.676
C -2.395 -2.970 -4.400 -0.661
Br -3.884 -1.904 -3.739 0.654
H -1.645 -3.271 -2.384 0.050
H -0.573 -3.841 -3.677 0.058
H -2.814 -3.954 -4.598 0.063
H -2.078 -2.518 -5.334 0.055
Br -2.952 2.401 2.768 0.671
C -2.797 1.542 4.510 -0.665
C -1.944 0.305 4.436 -0.678
Br -2.903 -1.178 3.626 0.620
H -3.807 1.345 4.853 0.056
H -2.335 2.285 5.158 0.060
H -1.683 -0.037 5.437 0.050
H -1.038 0.448 3.856 0.028
Br -6.784 -1.672 -5.696 0.600
C -7.518 0.119 -5.844 -0.692
C -6.465 1.096 -6.288 -0.674
Br -5.249 1.518 -4.824 0.656
H -7.943 0.367 -4.877 0.052
H -8.316 0.051 -6.581 0.060
H -6.917 2.043 -6.576 0.060
H -5.855 0.725 -7.106 0.053
Br 10.191 -1.488 -2.549 0.626
C 9.711 0.340 -2.094 -0.694
C 8.650 0.382 -1.026 -0.578
Br 6.880 -0.063 -1.736 1.073
H 9.401 0.824 -3.015 0.049
H 10.633 0.798 -1.739 0.058
H 8.559 1.392 -0.626 0.061
H 8.840 -0.311 -0.212 0.059
Br -0.090 -2.780 6.965 0.596
C -1.097 -4.447 6.891 -0.686
C -2.220 -4.367 5.895 -0.701
Br -3.711 -3.329 6.583 0.579
H -1.439 -4.655 7.899 0.053
H -0.375 -5.204 6.591 0.061
H -2.627 -5.357 5.699 0.026
H -1.923 -3.906 4.957 0.023
Br 2.997 5.694 -2.857 0.657
C 3.510 5.944 -4.719 -0.666
C 3.347 4.671 -5.506 -0.681
Br 4.773 3.402 -5.121 0.641
H 4.529 6.318 -4.715 0.056
H 2.845 6.715 -5.102 0.063
H 3.420 4.872 -6.573 0.063
H 2.411 4.164 -5.298 0.046
Br -6.852 -8.151 9.708 0.613
C -6.464 -6.631 8.559 -0.705
C -6.018 -7.071 7.191 -0.691
Br -4.179 -7.708 7.208 0.609
H -5.720 -6.029 9.072 0.048
H -7.397 -6.076 8.493 0.059
H -6.023 -6.228 6.502 0.049
H -6.625 -7.873 6.784 0.051


No. 3
96
Properties=species:S:1:pos:R:3:lowdin_charge:R:1 method="wB97M-V/def2-TZVPD" e_homo_ev="-8.080 / -9.165" total_energy_ha=-5217.6205 spin_multiplicity=3 total_charge=0 fmax_ha_per_bohr=0.075
O 7.989 -6.370 -2.247 0.044
C 6.870 -6.499 -2.597 -0.817
I 5.373 -7.180 -1.191 0.854
C 6.367 -6.275 -4.008 -0.181
C 6.682 -4.904 -4.594 -0.626
Br 8.243 -5.097 -5.831 0.922
O 5.617 -4.504 -5.443 0.017
C 5.980 -3.220 -5.822 -0.605
O 5.769 -2.738 -6.876 0.211
O 6.610 -2.629 -4.778 0.091
C 6.752 -3.613 -3.736 -0.360
C 5.456 -3.589 -2.847 -0.095
C 4.321 -2.666 -3.293 -0.131
C 3.065 -2.932 -2.444 -0.055
C 2.156 -3.997 -3.030 -0.441
F 1.426 -4.576 -2.050 0.119
F 2.861 -4.994 -3.621 0.110
C 1.145 -3.458 -4.079 -0.572
F 1.683 -2.468 -4.792 0.175
F 0.075 -2.974 -3.463 0.169
F 0.760 -4.409 -4.911 0.192
C 7.923 -3.295 -2.800 -0.052
C 9.349 -3.455 -3.309 -0.396
C 10.428 -2.646 -2.476 0.023
O 9.961 -2.468 -3.993 -0.071
H 5.287 -6.424 -4.050 0.100
H 6.817 -7.065 -4.614 0.118
H 5.763 -3.251 -1.851 0.129
H 5.062 -4.596 -2.710 0.060
H 4.066 -2.814 -4.342 0.109
H 4.619 -1.624 -3.158 0.135
H 3.349 -3.289 -1.449 0.137
H 2.471 -2.020 -2.355 0.131
H 7.848 -2.226 -2.580 0.149
H 7.829 -3.894 -1.897 0.124
H 9.673 -4.453 -3.605 0.094
H 11.279 -1.971 -2.507 0.112
H 11.097 -3.545 -2.500 0.073
C -3.067 0.099 -1.602 -0.029
C -1.549 0.341 -1.577 -0.490
C -0.884 -0.580 -0.552 -0.133
C -1.200 -0.192 0.891 -0.170
C -0.845 1.272 1.156 -0.128
C -1.445 2.255 0.144 -0.488
N -1.216 1.765 -1.255 -0.095
O -0.051 2.090 -1.692 -0.025
C -2.937 2.471 0.429 -0.028
C -0.774 3.616 0.296 -0.043
C -1.043 0.025 -2.978 -0.045
H -3.262 -0.852 -2.097 0.087
H -3.519 0.035 -0.617 0.057
H -3.574 0.884 -2.163 0.095
H 0.201 -0.545 -0.699 0.120
H -1.197 -1.607 -0.753 0.124
H -2.253 -0.377 1.117 0.104
H -0.629 -0.828 1.570 0.111
H -1.179 1.566 2.154 0.120
H 0.245 1.376 1.145 0.123
H -3.403 3.054 -0.367 0.096
H -3.054 3.026 1.361 0.072
H -3.501 1.552 0.553 0.061
H 0.309 3.548 0.220 0.078
H -1.026 4.016 1.279 0.085
H -1.126 4.313 -0.464 0.093
H -1.473 0.704 -3.715 0.096
H -1.336 -0.991 -3.236 0.070
H 0.041 0.092 -3.047 0.076
C -7.230 5.725 4.929 -0.032
C -6.893 4.419 4.192 -0.494
C -7.606 3.237 4.849 -0.133
C -7.033 2.880 6.219 -0.171
C -5.527 2.629 6.133 -0.131
C -4.742 3.754 5.448 -0.490
N -5.417 4.157 4.169 -0.092
O -5.088 3.385 3.197 -0.034
C -4.579 4.952 6.395 -0.031
C -3.335 3.269 5.116 -0.046
C -7.374 4.596 2.756 -0.043
H -8.253 6.011 4.686 0.087
H -7.178 5.648 6.010 0.056
H -6.570 6.532 4.608 0.095
H -7.524 2.366 4.192 0.126
H -8.670 3.474 4.928 0.125
H -7.250 3.667 6.945 0.103
H -7.524 1.980 6.593 0.113
H -5.112 2.483 7.133 0.124
H -5.358 1.698 5.584 0.124
H -4.151 5.803 5.864 0.094
H -3.897 4.678 7.200 0.086
H -5.504 5.271 6.865 0.059
H -3.348 2.352 4.531 0.075
H -2.806 3.072 6.049 0.088
H -2.782 4.024 4.556 0.091
H -6.836 5.406 2.263 0.093
H -8.436 4.845 2.773 0.087
H -7.244 3.691 2.169 0.079


No. 4
91
Properties=species:S:1:pos:R:3:lowdin_charge:R:1 method="wB97M-V/def2-TZVPD" e_homo_ev=-8.570 total_energy_ha=-4822.7951 spin_multiplicity=1 smiles="C#CC[C@@]1(CCCNCc2ccccc2O)[C@](F)(CCCCCCCCCCCOC)[C@@H](Br)[C@@H](N)OS1(=O)=O.CC#N" total_charge=0 fmax_ha_per_bohr=0.116
C -0.148 3.418 3.878 0.063
C -0.767 2.465 3.412 -0.145
C -1.672 1.313 2.900 -0.139
C -1.277 -0.156 3.474 -0.316
C -2.602 -1.021 3.231 -0.164
C -3.021 -1.120 1.685 -0.144
C -4.012 -2.397 1.585 -0.201
N -5.400 -1.862 1.712 -0.088
C -6.206 -2.058 0.480 -0.191
C -6.382 -0.733 -0.375 -0.108
C -6.823 0.550 0.285 -0.019
C -7.007 1.748 -0.626 -0.085
C -6.757 1.678 -2.116 -0.079
C -6.274 0.390 -2.733 -0.019
C -6.091 -0.830 -1.856 -0.221
O -5.641 -2.021 -2.462 -0.020
C 0.066 -0.710 2.849 -0.334
F 0.371 0.151 1.716 -0.107
C 0.104 -2.186 2.291 -0.106
C 0.846 -2.294 0.855 -0.181
C 2.413 -2.068 0.923 -0.194
C 3.057 -2.949 -0.277 -0.214
C 4.419 -2.333 -0.819 -0.217
C 4.102 -1.116 -1.821 -0.209
C 3.488 -1.624 -3.213 -0.201
C 4.172 -0.915 -4.493 -0.200
C 3.136 -0.043 -5.331 -0.215
C 2.662 1.283 -4.566 -0.172
C 3.638 2.520 -4.761 -0.228
O 3.284 3.343 -5.921 -0.236
C 2.408 4.415 -5.479 -0.129
C 1.389 -0.556 3.792 -0.473
Br 2.429 1.104 3.350 0.744
C 1.104 -0.705 5.346 -0.445
N 2.436 -0.615 6.017 0.044
O 0.294 0.355 5.919 -0.193
S -1.236 0.081 5.341 0.762
O -2.213 1.091 5.797 -0.278
O -1.723 -1.223 5.884 -0.325
H 0.354 4.421 3.968 0.061
H -1.826 1.300 1.776 0.129
H -2.713 1.511 3.330 0.132
H -3.419 -0.604 3.891 0.134
H -2.338 -2.085 3.549 0.108
H -3.524 -0.183 1.310 0.112
H -2.135 -1.356 1.009 0.104
H -3.806 -2.942 0.615 0.115
H -3.843 -3.124 2.449 0.122
H -5.835 -2.336 2.508 0.102
H -7.246 -2.386 0.827 0.129
H -5.817 -2.909 -0.173 0.111
H -7.005 0.603 1.399 0.105
H -7.363 2.732 -0.208 0.085
H -6.931 2.587 -2.756 0.089
H -6.040 0.290 -3.834 0.101
H -6.124 -2.101 -3.307 0.108
H 0.717 -2.876 2.968 0.133
H -0.879 -2.712 2.137 0.101
H 0.694 -3.388 0.550 0.118
H 0.315 -1.690 0.054 0.121
H 2.854 -2.524 1.873 0.114
H 2.754 -1.004 0.765 0.098
H 3.327 -3.957 0.189 0.110
H 2.321 -3.132 -1.121 0.106
H 5.157 -2.055 -0.003 0.111
H 4.960 -3.112 -1.464 0.107
H 5.076 -0.578 -2.035 0.100
H 3.329 -0.450 -1.318 0.096
H 2.393 -1.324 -3.224 0.101
H 3.572 -2.752 -3.337 0.106
H 4.559 -1.728 -5.198 0.107
H 5.000 -0.217 -4.165 0.099
H 3.698 0.321 -6.261 0.114
H 2.212 -0.611 -5.651 0.107
H 2.535 1.084 -3.458 0.096
H 1.647 1.579 -4.986 0.114
H 3.618 3.210 -3.864 0.071
H 4.694 2.138 -4.972 0.130
H 1.790 4.737 -6.371 0.092
H 2.988 5.311 -5.093 0.088
H 1.706 4.050 -4.660 0.093
H 2.125 -1.388 3.542 0.086
H 0.737 -1.753 5.553 0.163
H 2.638 0.370 6.232 0.072
H 2.364 -1.174 6.879 0.087
C 4.414 5.168 -0.816 -0.056
C 4.312 3.747 -1.246 -0.240
N 4.232 2.642 -1.581 0.152
H 5.445 5.401 -0.548 0.080
H 4.100 5.825 -1.628 0.077
H 3.773 5.340 0.050 0.080


No. 5
84
Properties=species:S:1:pos:R:3:lowdin_charge:R:1 method="wB97M-V/def2-TZVPD" e_homo_ev="-8.724 / -8.625" total_energy_ha=-2543.1938 relative_energy_kcal_mol=61.0 spin_multiplicity=1 total_charge=+1 fmax_ha_per_bohr=0.085
In 0.921 -2.170 -3.861 0.931
C -0.334 -2.890 2.650 -0.204
C 1.019 -3.005 2.244 -0.207
C 0.923 -1.456 3.929 -0.230
C -0.392 -1.945 3.704 -0.188
C 1.792 -2.113 3.023 -0.184
C -1.495 -3.658 2.155 -0.049
H -1.293 -4.100 1.175 0.065
H -2.366 -3.001 2.061 0.074
H -1.762 -4.465 2.855 0.095
C -1.595 -1.528 4.453 -0.021
H -2.418 -2.242 4.302 0.082
H -1.945 -0.531 4.133 0.075
H -1.387 -1.478 5.535 0.092
C 1.291 -0.465 4.955 -0.050
H 0.871 -0.749 5.931 0.085
H 0.917 0.542 4.714 0.062
H 2.380 -0.409 5.060 0.076
C 3.255 -1.956 3.012 -0.027
H 3.709 -2.510 3.840 0.103
H 3.533 -0.907 3.118 0.072
H 3.680 -2.320 2.078 0.072
C 1.563 -3.977 1.267 -0.048
H 1.993 -4.866 1.762 0.094
H 2.359 -3.516 0.667 0.069
H 0.784 -4.328 0.581 0.064
C -1.022 -0.140 -4.641 -0.071
C -0.934 -1.508 -4.951 -0.349
C -0.531 -1.927 -6.392 -0.169
C 0.839 -1.305 -6.796 -0.173
C 1.801 -1.032 -5.630 -0.270
C 1.724 0.046 -4.749 -0.173
C 0.943 1.298 -5.031 -0.145
C -0.487 0.963 -5.497 -0.154
H -1.316 -1.616 -7.132 0.148
H 0.660 -0.388 -7.381 0.114
H -0.454 -3.033 -6.424 0.114
H -0.463 0.735 -6.574 0.105
H -1.639 0.222 -3.794 0.109
H -1.671 -2.146 -4.450 0.105
H -1.110 1.880 -5.436 0.140
H 0.941 1.918 -4.106 0.109
H 2.453 0.152 -3.930 0.103
H 1.434 1.929 -5.802 0.146
H 1.349 -2.034 -7.467 0.131
H 2.790 -1.506 -5.754 0.128
P -1.578 0.119 -0.191 0.884
P 1.862 0.878 0.001 0.870
C -0.536 1.025 -1.472 -0.454
C 0.635 1.880 -1.004 -0.427
H -1.249 1.638 -2.048 0.076
H -0.144 0.239 -2.138 0.021
H 1.108 2.273 -1.919 0.055
H 0.276 2.744 -0.431 0.043
C 2.193 1.989 1.405 -0.288
H 2.838 1.452 2.108 0.031
H 1.286 2.258 1.947 0.010
H 2.705 2.897 1.100 0.047
C 3.374 1.040 -1.042 -0.310
H 3.402 2.005 -1.550 0.034
H 3.446 0.223 -1.779 0.011
H 4.267 0.970 -0.407 0.042
C -3.226 0.831 -0.537 -0.288
H -3.964 0.106 -0.156 0.046
H -3.301 0.906 -1.629 0.031
H -3.380 1.815 -0.072 0.024
C -1.771 -1.452 -1.156 -0.294
H -0.977 -2.149 -0.853 0.023
H -1.724 -1.274 -2.236 -0.014
H -2.771 -1.850 -0.896 0.050
Cl -1.776 4.198 0.951 0.724
C -1.856 3.936 2.648 -0.601
C -2.318 4.947 3.472 -0.099
C -2.361 4.723 4.871 -0.069
C -1.936 3.508 5.413 -0.086
C -1.486 2.487 4.599 -0.032
C -1.397 2.672 3.180 -0.305
C -0.922 1.678 2.343 -0.027
H -2.654 5.885 3.047 0.104
H -2.742 5.511 5.522 0.108
H -1.967 3.363 6.494 0.111
H -1.156 1.527 5.011 0.097
H -0.955 1.805 1.254 -0.057
H -0.556 0.727 2.740 0.057